79
Properties=species:S:1:pos:R:3 method="wB97M-V/def2-TZVPD" total_energy_ha=-4120.064188 fmax_ev_per_a=4.55 multiplicity=1 lumo_ha=-0.218 homo_lumo_gap_ev=7.605 charge=+2 e_homo_ev=-13.524
N 3.5607 -5.2401 1.2034
H 4.2818 -5.6477 1.7888
H 2.6458 -4.9726 1.5588
H 3.5169 -5.8548 0.3983
H 3.9351 -4.3350 0.9381
N -0.0425 3.7042 -5.3866
H -0.7112 4.3891 -5.0550
H -0.0282 2.7467 -5.0505
H 0.8736 4.0180 -5.0574
H -0.0889 3.7826 -6.3957
N 4.1809 -0.6342 -4.0164
H 3.6387 0.2196 -4.1244
H 4.7016 -0.5905 -3.1479
H 4.8506 -0.6503 -4.7782
H 3.6547 -1.4988 -3.9920
N 2.1189 1.6024 4.4072
H 2.2972 2.3879 3.7780
H 1.6210 0.8765 3.8930
H 1.6570 1.9185 5.2515
H 3.0112 1.2451 4.7274
O 1.1537 0.0832 -3.8494
C 0.8411 -0.3652 -2.7574
O 1.6919 -0.8665 -1.7876
B 0.8177 -1.3149 -0.6457
O -0.4623 -1.5173 -1.2818
C -0.5548 -0.8252 -2.3965
O -1.5882 -0.6934 -3.0627
O 0.8017 -0.2662 0.4568
C 1.2088 -0.7918 1.6040
O 1.2952 -0.3562 2.7029
C 1.5771 -2.2343 1.2763
O 1.4235 -2.5293 0.0319
O 2.0148 -2.9605 2.1871
O 4.4264 5.5997 1.9575
C 4.0931 4.8467 1.0427
O 4.1465 5.0541 -0.2693
B 3.4142 3.9980 -0.9940
O 2.5577 3.3976 0.0241
C 2.9915 3.8048 1.1989
O 2.6005 3.4974 2.3087
O 4.3057 2.9842 -1.7100
C 4.0245 2.9987 -2.9997
O 4.3880 2.2064 -3.8676
C 2.9394 4.0550 -3.2318
O 2.6662 4.6699 -2.1021
O 2.3410 4.2610 -4.3041
C -2.5300 0.2972 0.6953
C -2.2912 1.7459 1.1626
O -3.6107 2.2502 1.4665
S -4.8024 1.1427 1.3999
O -5.8667 1.5641 0.4362
O -5.2180 0.6556 2.7123
O -3.9143 0.0478 0.6250
H -2.0078 -0.3574 1.3926
H -2.0895 0.2683 -0.3003
H -1.8719 2.3260 0.3405
H -1.5992 1.8723 1.9946
C -4.4604 -1.6958 -1.7958
C -4.7026 -1.7809 -3.3737
O -5.8688 -2.4205 -3.5350
S -6.9662 -2.0457 -2.3867
O -7.7224 -3.2609 -2.1833
O -7.6925 -0.8566 -2.7471
O -5.7868 -1.8082 -1.2477
H -3.9642 -0.7528 -1.5786
H -3.9035 -2.5839 -1.4982
H -3.8557 -2.3048 -3.8147
H -4.8589 -0.7704 -3.7569
C -0.9372 -3.1309 5.9685
C 0.0509 -3.0529 4.8058
O -0.7475 -2.3401 3.8575
S -1.4828 -1.0911 4.4993
O -2.7238 -0.8944 3.7827
O -0.6176 0.0841 4.5362
O -1.6250 -1.8661 5.9574
H -0.6443 -3.1262 7.0173
H -1.6399 -3.9234 5.7098
H 0.2895 -4.0405 4.4169
H 0.8713 -2.3537 4.9695

---

50
Properties=species:S:1:pos:R:3 method="wB97M-V/def2-TZVPD" total_energy_ha=-1040.360837 smiles="N[C@@]1(C(=O)O)CN(CC2CCNCC2)C[C@@H]1CCCB(O)O" fmax_ev_per_a=3.83 multiplicity=1 lumo_ha=0.006 homo_lumo_gap_ev=8.867 e_homo_ev=-8.697 de_lowest_kj_mol=225.44
N 1.4325 1.9183 -1.6602
C 0.1449 1.9852 -0.9464
C -0.4752 3.3939 -1.1627
O 0.1818 4.3341 -1.5871
O -1.8165 3.5035 -0.8565
C -0.8091 0.8137 -1.3147
N -1.1094 0.0091 -0.0775
C -0.3012 -1.2582 0.0638
C -0.5442 -2.2619 -1.1541
C 0.3212 -3.5554 -1.0607
C 0.0767 -4.7157 -2.0403
N -1.0889 -4.3642 -2.9592
C -2.2976 -3.8152 -2.3290
C -2.0839 -2.6795 -1.3255
C -0.7507 0.9602 1.0524
C 0.4004 1.8346 0.6656
C 0.4610 3.1516 1.3589
C 0.5282 3.1587 2.8746
C 1.9373 2.6076 3.3519
B 2.0520 1.0976 3.0748
O 1.1003 0.0907 3.2665
O 3.3081 0.6452 2.8304
H 1.9632 2.8042 -1.4894
H 1.3556 1.5635 -2.5913
H -2.3216 4.3107 -1.1279
H -1.7676 1.2007 -1.7257
H -0.3457 0.2654 -2.0722
H -0.5719 -1.7561 0.9437
H 0.7498 -1.1130 0.2013
H -0.2089 -1.7165 -2.1300
H 1.3545 -3.1993 -1.0611
H 0.1992 -3.9727 -0.0704
H 0.9116 -4.7191 -2.7140
H -0.0721 -5.7167 -1.7018
H -0.8032 -3.5486 -3.4530
H -2.8605 -3.5304 -3.2266
H -2.7222 -4.7650 -1.9436
H -2.4864 -2.9954 -0.3746
H -2.6028 -1.7553 -1.6753
H -1.5785 1.6209 1.2698
H -0.6142 0.4156 1.9543
H 1.3160 1.2777 0.8716
H 1.3500 3.7851 1.0429
H -0.4903 3.6707 0.9608
H 0.2245 4.1084 3.4347
H -0.2540 2.4052 3.1968
H 2.7300 3.2142 3.0602
H 1.9898 2.3914 4.4313
H 1.4628 -0.8137 3.2935
H 3.4251 -0.2857 2.6308

---

59
Properties=species:S:1:pos:R:3 method="wB97M-V/def2-TZVPD" total_energy_ha=-34136.729879 fmax_ev_per_a=2.41 multiplicity=10 lumo_ha="-0.113 / -0.133" homo_lumo_gap_ev="5.394 / 8.199" charge=+1 e_homo_ev="-8.457 / -11.818"
Ti 0.7383 -1.6688 -3.9267
Ti -2.5928 -1.0616 -1.7130
Ti -1.9354 3.0742 -2.2553
O -2.0488 0.9888 -0.6582
C -0.6484 0.7490 -0.4651
C 0.0945 -0.6537 -0.7248
O -0.0983 -1.4204 -1.8679
H -0.3959 0.9148 0.5822
H -0.0608 1.5276 -0.9513
H -0.2938 -1.2537 0.0981
H 1.1156 -0.6170 -0.3452
Br 3.4642 2.2634 -4.5120
C 1.7007 2.6846 -3.6371
C 1.9114 4.1073 -3.1633
Br 0.3830 4.7528 -2.1185
H 1.4338 1.9505 -2.8769
H 0.9898 2.6092 -4.4600
H 2.0199 4.8081 -3.9910
H 2.7584 4.2020 -2.4839
Br 2.1524 -2.3811 3.9329
C 0.4969 -1.7019 2.9533
C -0.7811 -1.6976 3.8624
Br -2.4511 -1.4994 2.7769
H 0.4255 -2.3955 2.1155
H 0.5560 -0.6963 2.5370
H -0.8360 -0.9217 4.6260
H -0.9911 -2.6376 4.3726
Br -5.5201 -1.7499 -0.8158
C -6.3061 -0.0725 -0.0331
C -5.4643 0.1978 1.1826
Br -6.0539 1.9556 1.9287
H -7.3434 -0.3292 0.1819
H -6.2639 0.6795 -0.8211
H -4.4196 0.3276 0.8999
H -5.5568 -0.5819 1.9387
Br 6.2403 1.6388 -0.7237
C 5.3909 0.2931 -1.9652
C 4.0726 -0.1887 -1.4346
Br 3.1811 -1.1177 -2.9649
H 6.1108 -0.4481 -2.3124
H 5.2217 0.8602 -2.8806
H 3.4522 0.6662 -1.1656
H 4.1430 -0.9191 -0.6285
Br -3.5864 3.4565 4.1167
C -2.5610 2.7505 2.5315
C -1.0562 3.0230 2.7450
Br -0.2942 1.7896 4.1088
H -3.0256 3.2515 1.6823
H -2.6388 1.6714 2.3993
H -0.8361 4.0460 3.0500
H -0.5125 2.8007 1.8268
Br 2.9226 -5.1891 -2.1525
C 2.2189 -4.1446 -0.5885
C 1.6799 -5.1425 0.4432
Br 3.1828 -6.0178 1.4132
H 1.4177 -3.4760 -0.9033
H 2.9901 -3.5471 -0.1021
H 0.9806 -5.9189 0.1326
H 1.1266 -4.5911 1.2034